# 1
{
  "formula": "C2HBrN2O2",
  "method": "the ωB97M-V functional and the def2-TZVPD basis",
  "de_lowest_kj_mol": 450.34,
  "orbital_gap_ev": [7.2, 8.3],
  "homo_energy_ev": [-7.71, -8.86],
  "elements": ["C", "C", "N", "N", "O", "O", "Br", "H"],
  "positions_angstrom": [[0.65273, 0.13029, 0.96753], [-0.76679, -0.11081, -0.87950], [-0.51299, -1.55646, 0.99255], [0.29191, 0.61449, -0.18708], [-1.36076, 0.29476, -1.83281], [-1.11321, -1.19734, -0.15060], [2.04664, 0.59744, 1.92659], [0.76248, 1.22762, -0.83667]]
}


# 2
{
  "formula": "C2HBrN2S",
  "method": "the ωB97M-V functional and the def2-TZVPD basis",
  "de_lowest_kj_mol": 108.51,
  "orbital_gap_ev": 9.2,
  "homo_energy_ev": -9.47,
  "elements": ["C", "C", "N", "N", "S", "Br", "H"],
  "positions_angstrom": [[0.62544, -0.54890, 0.03547], [-0.70516, -0.34486, 0.02960], [1.39896, 0.52383, 0.02894], [-0.92136, 1.27340, -0.03968], [0.51822, 1.86374, 0.03054], [-2.23998, -1.33289, 0.03175], [1.32388, -1.43431, -0.11662]]
}


# 3
{
  "formula": "C2HBrO2",
  "method": "the ωB97M-V functional and the def2-TZVPD basis",
  "multiplicity": 3,
  "s2": 2.010,
  "de_lowest_kj_mol": 151.25,
  "orbital_gap_ev": [8.7, 7.4],
  "homo_energy_ev": [-8.09, -11.14],
  "elements": ["C", "C", "O", "O", "Br", "H"],
  "positions_angstrom": [[-0.06071, -1.81774, -0.03214], [-0.59503, -0.38544, 0.16939], [0.17597, -2.71453, 0.68849], [-0.04999, -1.49265, -1.25546], [-2.37554, -0.01229, 0.00926], [0.07706, 0.45009, 0.02408]]
}


# 4
{
  "formula": "C2HCaO3",
  "method": "the ωB97M-V functional and the def2-TZVPD basis",
  "de_lowest_kj_mol": 0.00,
  "charge": 1,
  "orbital_gap_ev": 6.5,
  "homo_energy_ev": -12.87,
  "elements": ["O", "C", "O", "C", "O", "Ca", "H"],
  "positions_angstrom": [[-0.06400, -0.61116, 0.14666], [-1.33193, -0.15766, 0.09721], [-1.73908, 0.85282, 0.59581], [1.08933, 0.10804, -0.28622], [0.97316, 1.09636, -0.95491], [3.04023, -0.37717, 0.80336], [-1.96772, -0.91124, -0.40191]]
}


# 5
{
  "formula": "C2HCl2NO",
  "method": "the ωB97M-V functional and the def2-TZVPD basis",
  "de_lowest_kj_mol": 244.61,
  "orbital_gap_ev": 8.4,
  "homo_energy_ev": -10.15,
  "elements": ["C", "C", "N", "O", "Cl", "Cl", "H"],
  "positions_angstrom": [[-1.41976, 0.08265, 0.45217], [1.39160, -0.27102, -0.31582], [-0.96765, -0.94492, 0.04578], [-2.09311, 0.97116, 0.74965], [1.35069, 0.43946, -1.87049], [1.68103, 0.85209, 0.97234], [0.05721, -1.12942, -0.03363]]
}


# 6
{
  "formula": "C2HCl2NO2",
  "method": "the ωB97M-V functional and the def2-TZVPD basis",
  "de_lowest_kj_mol": 149.58,
  "orbital_gap_ev": 9.3,
  "homo_energy_ev": -11.11,
  "elements": ["C", "C", "N", "O", "O", "Cl", "Cl", "H"],
  "positions_angstrom": [[0.84379, -0.31496, -1.41076], [0.01688, 0.14708, -0.34424], [1.28574, -0.63282, -2.41954], [-0.24391, 0.94577, 1.70209], [0.65786, 0.69604, 0.62659], [-0.58988, -1.85388, 0.48327], [-1.51059, 0.77792, -0.92268], [-0.45989, 0.23485, 2.28528]]
}


# 7
{
  "formula": "C2HCl2NO3",
  "method": "the ωB97M-V functional and the def2-TZVPD basis",
  "de_lowest_kj_mol": 113.04,
  "orbital_gap_ev": 9.1,
  "smiles": "O=NC(Cl)Cl.O=C=O",
  "homo_energy_ev": -9.39,
  "elements": ["C", "C", "N", "O", "O", "O", "Cl", "Cl", "H"],
  "positions_angstrom": [[0.80138, -1.56988, -0.84301], [-0.45195, 0.51070, 0.13549], [0.24012, 1.00591, 1.61041], [-0.07142, 2.00896, 1.94870], [1.14471, -1.98616, 0.22604], [0.36890, -1.23630, -1.89855], [-1.72392, -0.53060, 0.15455], [-0.65816, 1.91408, -0.98533], [0.35035, -0.11671, -0.34830]]
}


# 8
{
  "formula": "C2HCl2NS",
  "method": "the ωB97M-V functional and the def2-TZVPD basis",
  "de_lowest_kj_mol": 194.17,
  "orbital_gap_ev": [7.6, 7.6],
  "homo_energy_ev": [-9.91, -9.91],
  "elements": ["C", "C", "N", "S", "Cl", "Cl", "H"],
  "positions_angstrom": [[1.04086, -0.45690, 0.81812], [0.38761, -0.15189, -0.35825], [1.54224, -0.75210, 1.80620], [-1.63126, 0.85087, 0.76590], [0.92570, 1.16942, -1.29736], [-0.13687, -1.55285, -1.32180], [-2.12828, 0.89343, -0.41282]]
}


# 9
{
  "formula": "C2HCl2O3",
  "method": "the ωB97M-V functional and the def2-TZVPD basis",
  "de_lowest_kj_mol": 144.51,
  "charge": -1,
  "orbital_gap_ev": 7.2,
  "homo_energy_ev": -3.39,
  "elements": ["C", "C", "O", "O", "O", "Cl", "Cl", "H"],
  "positions_angstrom": [[0.85270, 0.93104, -0.89517], [-0.37188, -0.63220, 0.20765], [1.32937, 0.43583, -1.83955], [0.62039, 1.82501, -0.15884], [-1.01099, -0.01743, 1.26771], [0.87184, -1.80918, 0.87249], [-1.56154, -1.64652, -0.68537], [-0.72989, 0.91344, 1.23107]]
}


# 10
{
  "formula": "C2HCl2O3",
  "method": "the ωB97M-V functional and the def2-TZVPD basis",
  "de_lowest_kj_mol": 212.25,
  "charge": -1,
  "orbital_gap_ev": 6.6,
  "homo_energy_ev": -3.03,
  "elements": ["C", "C", "O", "O", "O", "Cl", "Cl", "H"],
  "positions_angstrom": [[-2.27154, -1.20492, -0.37707], [0.81751, -1.36756, -0.75166], [-2.57695, -0.63660, 0.57037], [-2.22626, -1.89942, -1.28268], [-0.13929, -0.28342, -0.66717], [2.45732, -0.67064, -0.42790], [0.52057, -2.25687, 0.80175], [-0.04282, -0.02445, 0.26186]]
}


# 11
{
  "formula": "C2HCl2OP",
  "method": "the ωB97M-V functional and the def2-TZVPD basis",
  "de_lowest_kj_mol": 235.35,
  "orbital_gap_ev": [6.5, 8.2],
  "homo_energy_ev": [-8.39, -9.56],
  "elements": ["C", "C", "O", "P", "Cl", "Cl", "H"],
  "positions_angstrom": [[0.85675, -0.51314, -0.46751], [0.99993, -1.34288, 0.47543], [1.40475, -2.10635, 1.30954], [3.90789, -0.12180, 0.70028], [4.64248, 0.04629, -1.12645], [2.40672, 1.11385, 0.69208], [0.31432, -0.07203, -1.17274]]
}


# 12
{
  "formula": "C2HCl4NO3",
  "method": "the ωB97M-V functional and the def2-TZVPD basis",
  "de_lowest_kj_mol": 324.51,
  "orbital_gap_ev": [8.9, 6.1],
  "homo_energy_ev": [-11.06, -11.01],
  "elements": ["C", "C", "O", "O", "N", "O", "Cl", "Cl", "Cl", "Cl", "H"],
  "positions_angstrom": [[-2.06828, 0.08531, 0.47121], [-0.39716, 0.14788, 0.34260], [0.06645, -0.33066, -0.64403], [2.89838, 0.03016, -0.37440], [3.03296, -0.52622, -1.45975], [4.03490, -0.79187, -2.11760], [0.03219, 2.09827, 0.63108], [0.24671, -0.66650, 2.07289], [-2.80333, 1.02734, -0.84989], [-2.59850, -1.61432, 0.52770], [-2.44433, 0.54062, 1.40019]]
}


# 13
{
  "formula": "C2HClF2",
  "method": "the ωB97M-V functional and the def2-TZVPD basis",
  "de_lowest_kj_mol": 72.67,
  "orbital_gap_ev": 10.4,
  "smiles": "F/C=C(/F)Cl",
  "homo_energy_ev": -9.54,
  "elements": ["C", "C", "H", "F", "F", "Cl"],
  "positions_angstrom": [[0.75362, 0.13449, 0.09127], [-0.60844, 0.09541, 0.11484], [1.48531, 0.96328, -0.16481], [1.32241, -1.00124, -0.02253], [-1.42999, 1.15551, -0.02768], [-1.52291, -1.34747, 0.00890]]
}


# 14
{
  "formula": "C2HClF3N",
  "method": "the ωB97M-V functional and the def2-TZVPD basis",
  "de_lowest_kj_mol": 346.20,
  "orbital_gap_ev": [9.3, 5.6],
  "homo_energy_ev": [-10.77, -8.86],
  "elements": ["C", "C", "N", "F", "F", "F", "Cl", "H"],
  "positions_angstrom": [[-0.30940, -0.15531, 0.30980], [0.68007, -0.04239, -0.85176], [-1.02031, -1.06114, 0.70473], [-0.08942, 0.27682, -1.89582], [1.33760, -1.15408, -1.16651], [1.60325, 0.96271, -0.63665], [-0.62180, 2.63345, 2.09517], [-1.57999, -1.46005, 1.44104]]
}


# 15
{
  "formula": "C2HClFN",
  "method": "the ωB97M-V functional and the def2-TZVPD basis",
  "de_lowest_kj_mol": 41.19,
  "orbital_gap_ev": 12.6,
  "smiles": "N#C[C@H](F)Cl",
  "homo_energy_ev": -12.18,
  "elements": ["C", "C", "H", "N", "F", "Cl"],
  "positions_angstrom": [[-0.19376, -0.10410, 0.32757], [0.56926, 0.46762, -0.64640], [-0.19141, 0.49949, 1.17232], [1.41256, 0.70985, -1.42310], [0.28947, -1.41292, 0.68474], [-1.88612, -0.15994, -0.11512]]
}


# 16
{
  "formula": "C2HClFNO3",
  "method": "the ωB97M-V functional and the def2-TZVPD basis",
  "de_lowest_kj_mol": 8.61,
  "orbital_gap_ev": 11.2,
  "smiles": "O=C(F)[C@@H](Cl)[N+](=O)[O-]",
  "homo_energy_ev": -11.90,
  "elements": ["C", "C", "N", "O", "O", "O", "F", "Cl", "H"],
  "positions_angstrom": [[0.26875, -1.35163, 0.09406], [0.10825, 0.08946, -0.51839], [-0.22004, 1.23242, 0.51130], [-0.53069, -2.15256, 0.24306], [-0.01779, 2.33212, 0.10136], [-0.67438, 0.99643, 1.59487], [1.58638, -1.53206, 0.37629], [-1.54084, 0.11888, -1.35754], [1.02035, 0.26693, -1.04502]]
}


# 17
{
  "formula": "C2HClN2",
  "method": "the ωB97M-V functional and the def2-TZVPD basis",
  "de_lowest_kj_mol": 53.45,
  "orbital_gap_ev": 11.2,
  "smiles": "C#CCl.N#N",
  "homo_energy_ev": -10.40,
  "elements": ["C", "C", "N", "N", "Cl", "H"],
  "positions_angstrom": [[1.23268, -0.90506, 0.66140], [0.85903, 0.21772, 0.68894], [-1.74219, 0.66662, -1.80464], [-2.39537, 0.00007, -1.22602], [0.55361, 1.85475, 0.60715], [1.49224, -1.83410, 1.07318]]
}


# 18
{
  "formula": "C2HClN2OS",
  "method": "the ωB97M-V functional and the def2-TZVPD basis",
  "de_lowest_kj_mol": 127.45,
  "orbital_gap_ev": 9.8,
  "smiles": "Sc1onnc1Cl",
  "homo_energy_ev": -9.44,
  "elements": ["C", "C", "H", "N", "N", "O", "S", "Cl"],
  "positions_angstrom": [[-0.32512, -0.19619, 0.06496], [1.03590, -0.23185, 0.04997], [-2.62895, -0.66104, 0.06557], [0.46749, 1.86603, -0.08794], [1.47470, 1.11298, -0.08169], [-0.70299, 1.08523, 0.06409], [-1.51471, -1.48198, -0.06337], [2.19368, -1.49317, -0.01160]]
}


# 19
{
  "formula": "C2HClN2S",
  "method": "the ωB97M-V functional and the def2-TZVPD basis",
  "de_lowest_kj_mol": 462.21,
  "orbital_gap_ev": 8.6,
  "homo_energy_ev": -9.13,
  "elements": ["C", "C", "N", "N", "S", "Cl", "H"],
  "positions_angstrom": [[-1.19643, 0.22454, 0.12140], [-0.56570, -1.77308, 0.29547], [-0.19109, 0.83114, -0.17199], [0.97959, 0.53555, -0.46258], [0.95648, -1.70114, -0.01928], [2.25499, 1.47996, 0.19073], [-2.23784, 0.40302, 0.04625]]
}


# 20
{
  "formula": "C2HClNO4",
  "method": "the ωB97M-V functional and the def2-TZVPD basis",
  "de_lowest_kj_mol": 80.69,
  "charge": -1,
  "orbital_gap_ev": 8.9,
  "homo_energy_ev": -5.26,
  "elements": ["C", "C", "N", "O", "O", "O", "O", "Cl", "H"],
  "positions_angstrom": [[0.48081, 1.08958, -0.84300], [-1.19621, -0.45832, -0.67702], [1.25560, 0.77909, -0.01943], [-0.68543, -1.17864, -1.41342], [0.02965, 1.64075, -1.78550], [-1.87694, 0.11801, 0.00383], [1.54602, 0.20436, 1.12457], [-0.40307, -1.64513, 2.06389], [0.84957, -0.54970, 1.54607]]
}